(1)
Below is a molecular structure, C45H48Ge2N2O3PReSSe2 at a distorted geometry, with properties calculated with ωB97M-V/def2-TZVPD.

Atoms and positions in Å:
H: -2.0858 0.3051 -4.5572
H: 3.4184 -3.4340 0.8805
H: -2.0467 -4.3259 -2.7724
Se: -0.9492 1.2084 3.1232
N: 0.1929 0.4485 1.9833
C: 7.2363 0.6961 0.2375
H: -3.3988 -1.2885 1.6986
H: 0.8436 -1.7300 3.8627
H: 1.0572 -2.2627 -2.4245
Ge: 1.2703 -3.6932 2.2757
C: -3.0460 -2.9091 -4.0258
H: 3.2660 -2.1037 2.0350
C: -0.0128 0.9903 4.7956
H: 5.2151 -2.0000 -0.0675
C: 6.2771 1.6979 0.2585
C: 1.7524 -0.2392 -3.4654
C: 3.1893 -0.2556 0.0244
H: -3.8289 -3.5885 -4.3191
H: -4.3365 -0.2074 -0.6732
H: 1.0328 -6.3090 1.8677
C: 2.9374 -0.9716 -5.4224
C: -3.3945 -5.1876 1.4477
H: 6.5791 2.7302 0.3151
C: 0.7024 -2.8010 3.9523
C: -2.0328 -0.7027 -4.1744
C: 3.1457 -3.1740 1.8989
C: -4.4949 -4.5786 0.8696
C: 0.3304 4.1242 -2.7782
N: 2.0495 -0.4699 -0.0749
H: -2.6329 -0.4141 4.1289
H: 0.3920 -5.8160 3.4359
H: -0.3353 -3.0133 4.1943
C: -3.0462 -0.3000 2.0003
C: -4.3250 -3.4229 0.1278
C: 0.0054 1.7399 -3.1125
H: -3.8577 -1.2536 -5.1406
C: -1.9447 -3.4742 0.5635
C: -0.2774 3.2927 -4.9392
H: 5.0147 -0.4601 -5.5048
C: 0.9193 -5.1231 -1.1632
H: -4.4778 1.4530 -0.0314
H: 0.8003 1.7135 4.7953
Se: -2.1951 0.6063 0.4803
C: 0.4034 -3.1502 -2.5355
C: 4.1002 -0.3963 -4.9387
H: -0.7013 1.2046 5.6081
H: 0.7386 -3.4909 -4.6722
C: -3.0594 -2.8763 -0.0168
C: 4.0783 0.3054 -3.7447
O: 2.0425 2.6654 -0.6437
H: 2.8905 0.9665 -2.1057
C: 4.9357 1.3847 0.1921
H: 3.8214 -3.6830 2.5799
H: 8.2798 0.9538 0.3190
C: 1.1820 -5.6455 2.7104
H: -5.4808 -4.9974 0.9998
C: 5.5223 -0.9719 0.0357
C: 0.8109 -3.9448 -3.6967
H: -3.5279 -6.0867 2.0272
H: 2.1281 -5.9006 3.1793
C: 6.8576 -0.6321 0.1064
H: -0.3336 1.1804 -5.1612
H: 7.6154 -1.3959 0.0497
C: -2.1304 -4.6463 1.2875
C: -2.0964 -0.3799 3.1800
C: -1.0177 -2.4204 -2.7244
H: 0.3681 -0.0237 4.8828
O: -0.0131 2.2300 -0.0200
C: -0.2320 1.9959 -4.4640
H: -0.0241 5.3669 -4.4778
C: -3.0480 -1.5966 -4.5170
Re: 0.1007 -0.2482 -0.1052
C: 1.7615 -0.8836 -4.6993
C: 2.9096 0.3875 -3.0143
H: 0.8430 -1.2844 -5.1011
H: 2.9421 -1.4794 -6.3740
H: -0.4910 3.4711 -5.9818
H: -5.1822 -2.9632 -0.3450
H: 4.9672 0.8015 -3.3867
C: 1.2615 -5.2227 -3.5657
C: -2.0658 -3.3255 -3.1752
H: 0.9617 -5.6165 -0.2025
H: 4.1852 2.1606 0.1944
H: -1.4302 -1.2469 3.1151
C: 4.5515 0.0373 0.0925
C: 0.8562 2.5864 -0.9219
O: 1.0484 2.6560 2.3486
H: 0.5950 4.9442 -2.1270
Ge: -0.0880 -2.7295 0.3654
H: -3.6080 1.1612 -1.5543
H: 1.5708 -5.7836 -4.4321
H: -1.2784 -5.1344 1.7406
P: 0.2031 0.0103 -2.5184
H: 1.6992 -6.8286 -2.2096
H: -2.9304 -1.9642 -0.5915
H: -1.1956 -2.1726 -1.6498
H: 1.3134 -3.1574 4.7772
H: -3.8943 0.3541 2.2347
C: 0.3411 2.8231 -2.2944
C: -0.0136 4.3594 -4.0968
C: 1.3269 -5.8215 -2.3006
C: -3.8378 0.7534 -0.5714
S: 1.1449 1.6094 1.3631
C: -1.0019 -1.0805 -3.3488
C: 0.4678 -3.8296 -1.2300

The total energy comes out at -11852.6161 Eh. As for the max |F|: 2.641 eV/A. The value obtained for the energy relative to the best compared isomer or geometry (same formula, charge and spin) is 7.4131 eV. Its net charge is +2. For the HOMO-LUMO gap (spin up / spin down), the calculation gives 5.14 / 5.51 eV. Its multiplicity is 3.


(2)
Below is a molecular structure, C35H41AlN4O4, with properties calculated with ωB97M-V/def2-TZVPD.

Atoms and positions in Å:
C: 0.1502 0.0985 4.4867
H: -5.5035 2.2969 -0.1758
C: -2.4414 -3.0637 -0.5060
N: 0.0924 -0.0325 1.8247
O: -0.0297 1.0163 -1.8478
C: -4.6619 0.2427 -2.1225
C: 3.1863 -1.8683 -1.0715
H: -4.4483 3.0348 -2.3465
C: 1.1200 -3.2672 -0.9695
H: -2.9449 -4.5709 -1.9924
H: -4.2329 -4.0928 0.1642
H: -2.4741 1.9990 -0.2548
H: -4.5167 1.5974 1.1098
H: 2.2163 -2.5032 0.6982
C: -4.9372 -1.0511 -2.5279
C: -4.5120 2.3091 0.2853
C: -3.6335 0.5150 -1.2287
C: 2.3895 -0.0676 1.3820
H: -1.5291 -2.7025 -0.0333
H: -2.0112 -0.0807 4.3814
H: 2.4512 2.0733 -0.7777
C: -1.0607 -0.0936 2.4614
H: 0.6353 5.2339 -0.7997
H: -5.7443 -1.2460 -3.2234
C: 1.3514 0.1194 3.7823
H: 4.2286 -3.9801 0.3776
N: 1.9013 -0.1626 0.1065
H: 2.6374 2.4279 -3.2647
C: -1.0769 -0.0273 3.8415
H: -4.4284 -3.1084 -2.3130
C: 3.3924 2.7887 -2.5648
N: -1.7815 -0.3055 0.1897
C: -3.4436 1.9421 -0.7498
H: -2.7747 2.6416 -2.6987
H: -1.5040 -4.9366 -1.0628
H: 0.8851 3.6395 -2.5892
C: -0.1436 4.4741 -0.8315
H: -0.8645 3.5944 -2.7378
C: -0.0282 2.1890 -1.3538
C: 4.5938 0.0833 -2.4663
C: -3.4558 2.9451 -1.9027
C: -0.0424 3.5241 -2.0299
C: 1.2773 0.0435 2.4055
H: 2.7140 -4.8538 0.6449
H: -3.6043 -2.9295 1.3327
C: -2.2017 -0.2990 1.4934
H: 3.3946 -4.7617 -0.9725
H: 1.3048 -3.7278 -1.9430
H: 4.3228 3.5154 -0.0673
C: -2.8574 -0.5507 -0.7468
H: 4.3908 -3.2654 -2.1611
C: 4.4930 2.4663 -0.3228
C: -4.1889 -2.0939 -2.0204
C: -3.3172 -3.6775 0.5941
H: -3.1782 3.9416 -1.5489
C: 4.8590 -1.2515 -2.6962
H: -4.3363 3.3118 0.6829
C: 4.1603 -2.2213 -1.9950
C: -2.0596 -4.1248 -1.5369
H: 4.3544 2.7520 -3.0776
C: 3.2484 -4.2001 -0.0471
N: 0.0070 2.2469 -0.0320
H: -2.7859 -4.4886 1.0995
H: 2.3108 0.1803 4.2753
H: 4.4991 1.8776 0.5938
H: 0.5306 -3.9624 -0.3690
C: 3.6161 0.4800 -1.5550
Al: 0.0473 0.2452 -0.0775
C: 3.4111 1.9580 -1.2831
O: 3.5513 -0.1261 1.7406
C: 2.4410 -2.9262 -0.2821
H: 5.6180 -1.5401 -3.4129
H: 5.1648 0.8349 -2.9963
H: -1.1038 4.9875 -0.7845
O: 0.0110 3.9286 1.5492
H: 5.4802 2.3856 -0.7855
C: 2.9007 -0.5078 -0.8759
C: -0.0300 3.5741 0.4027
C: -3.1491 -1.8690 -1.1214
H: 0.1727 0.1622 5.5674
H: 3.2060 3.8429 -2.3355
O: -3.3344 -0.4569 1.9142
H: 0.5072 -2.3784 -1.1514
H: -5.2717 1.0557 -2.4960
H: -1.4448 -3.7085 -2.3371

The total energy comes out at -2121.0229 Eh. As for the max |F|: 0.373 eV/A. The value obtained for the energy relative to the best compared isomer or geometry (same formula, charge and spin) is 0.3015 eV. For the HOMO-LUMO gap, the calculation gives 8.40 eV.


(3)
Below is 5 unconnected molecules or ions with the total composition C3H17O5, with properties calculated with ωB97M-V/def2-TZVPD.

Atoms and positions in Å:
H: 0.4648 -3.7689 -2.0478
H: 2.3885 0.9530 -1.2017
H: -0.9437 3.1755 -1.2599
H: -0.2447 2.2311 -2.5635
H: -0.3313 -1.1681 0.6543
O: -0.0141 -1.5126 2.3281
O: 1.4501 0.8103 -1.0538
H: -3.3626 -2.3253 1.0584
H: 0.2313 -1.9716 -0.6651
H: -0.0117 -0.7225 2.8828
C: -0.4576 2.2295 -1.4950
H: -1.1589 1.4220 -1.2735
H: 1.5072 1.8985 1.3439
H: 0.1890 3.1102 1.1066
H: -0.1920 1.4274 1.1571
O: 0.8826 -3.2156 -1.3770
H: 0.5438 -0.3391 -0.5069
C: 0.8113 2.0721 -0.6898
H: 1.5087 2.8883 -0.9001
O: -2.8405 -1.5474 0.8316
C: 0.5821 2.1363 0.8204
O: -0.1216 -1.0839 -0.3238
H: 1.8160 -3.4568 -1.3716
H: 0.1856 -2.2437 2.9237
H: -2.8823 -0.9988 1.6225

The total energy comes out at -500.4663 Eh. As for the max |F|: 0.765 eV/A. The value obtained for the energy relative to the best compared isomer or geometry (same formula, charge and spin) is 0.0000 eV. Its net charge is +1. For the HOMO-LUMO gap, the calculation gives 11.69 eV.


(4)
Below is C3H2N2O2 in the gas phase at a distorted geometry, with properties calculated with ωB97M-V/def2-TZVPD.

Atoms and positions in Å:
N: 0.1910 -1.3338 0.0088
O: -0.0456 2.1554 -0.0004
C: 0.0853 0.9752 0.0695
H: 2.3003 -1.2830 0.0289
C: 1.3491 -0.8305 0.0070
C: -0.7754 -0.2667 0.0183
O: 1.4360 0.5274 -0.0312
N: -1.9975 -0.4301 -0.0025
H: -2.5433 0.4862 -0.0984

The total energy comes out at -375.4840 Eh. As for the max |F|: 3.109 eV/A. The value obtained for the energy relative to the best compared isomer or geometry (same formula, charge and spin) is 0.7477 eV. Its structure (SMILES) is [H]/N=C1/N=COC1=O. For the HOMO-LUMO gap, the calculation gives 9.60 eV.